Here is C28H46BO11SSn as an isolated structure in a non-equilibrium geometry from the OMol25 dataset. Energies are from ωB97M-V/def2-TZVPD.

```
88
Properties=species:S:1:pos:R:3:forces:R:3
Sn -7.1605 27.9832 -23.9345 3.702 0.734 6.009
B -6.9972 30.2349 -24.8139 -0.573 -0.546 -0.756
H -7.9067 30.4937 -24.2941 -1.528 -0.162 1.733
H -6.2564 29.8861 -24.1113 3.047 -1.854 2.999
H -7.1638 29.5964 -25.6676 0.245 -0.636 -2.495
H -6.4870 31.1246 -25.1492 1.483 1.988 -1.042
C -5.3844 29.0440 -29.5533 -0.605 0.021 0.962
S -4.9805 28.4912 -27.8487 2.794 0.838 -1.752
O -3.5808 27.9087 -28.1042 -1.539 0.494 1.239
C -4.7887 30.1693 -27.0683 -0.707 -0.588 0.684
H -5.0903 28.2290 -30.2146 -0.415 -0.135 0.185
H -4.8700 29.9447 -29.8885 0.139 -0.005 0.502
H -6.4506 29.2515 -29.4622 -0.141 0.003 -0.834
H -5.1872 30.9908 -27.6636 0.829 -0.292 -0.312
H -3.7846 30.1867 -26.6444 -1.035 0.515 -1.491
H -5.3679 30.2213 -26.1465 -0.069 -0.456 -0.692
C -5.3960 34.9924 -22.7549 -1.310 0.195 -1.154
C -5.7216 35.8263 -23.8420 0.707 -0.970 0.479
C -6.3415 35.2743 -24.9372 0.666 -1.015 -1.033
C -6.6106 33.9068 -25.0162 0.218 -0.202 1.683
C -6.2867 33.0647 -23.9257 0.100 0.401 -0.752
C -5.7348 33.6059 -22.8119 1.462 3.422 1.810
H -5.0024 35.4739 -21.8719 0.263 -0.412 0.165
H -5.3768 36.8352 -24.0139 0.029 0.227 0.809
H -6.2397 35.8494 -25.8456 -0.910 0.205 -0.275
H -6.9575 33.4222 -25.9169 -0.200 2.031 3.018
H -6.3435 31.9869 -23.9659 -0.348 1.028 0.385
H -5.5844 33.1848 -21.8288 0.183 -1.098 -0.489
O -8.2457 30.8598 -30.1635 0.545 0.562 2.188
C -8.1850 31.5460 -29.1658 0.003 1.770 -0.436
O -7.0696 31.6708 -28.3115 -0.272 -1.774 -1.861
C -7.2456 32.5266 -27.2065 -1.372 0.200 -1.620
C -8.4452 33.4270 -27.6616 0.891 -0.896 0.922
C -9.2586 32.5360 -28.5945 1.012 -0.425 -1.329
H -6.4130 33.1682 -26.9179 0.982 -1.131 -2.536
H -7.5087 31.9666 -26.3092 1.371 0.194 -0.895
H -7.8786 34.1669 -28.2268 -0.887 0.477 -0.224
H -8.9625 33.8412 -26.7962 -0.082 0.229 -0.317
H -9.7270 33.1687 -29.3484 0.127 -0.465 -0.369
H -10.0104 31.8025 -28.3030 -0.391 0.622 0.944
O -7.8598 33.4799 -21.4762 -2.092 -2.564 -0.591
C -8.4927 32.5563 -21.9839 1.898 3.768 1.148
O -8.1731 31.2682 -21.7259 1.101 -1.631 0.250
C -9.0856 30.3385 -22.2984 -2.104 1.212 0.960
C -10.2417 31.2955 -22.6159 -1.933 -0.437 -1.087
C -9.6071 32.6622 -22.9647 -0.699 -2.011 1.393
H -9.4824 29.5899 -21.6126 0.607 0.121 0.616
H -8.7164 29.7967 -23.1692 0.080 0.375 0.396
H -10.9682 31.3440 -21.8048 0.690 0.342 0.791
H -10.9698 30.9300 -23.3401 0.436 -0.030 -0.542
H -10.3124 33.4556 -22.7173 0.518 0.242 -0.562
H -9.2004 32.5595 -23.9707 -0.274 1.365 0.890
O -12.6768 31.9920 -26.2055 2.643 -1.711 1.407
C -11.6160 31.4499 -25.8829 -3.420 1.237 -2.250
O -10.5515 32.1921 -25.5119 0.546 0.088 -0.162
C -9.3451 31.4183 -25.6198 -2.199 -2.022 0.013
C -9.8900 29.9790 -25.5029 2.036 -0.102 -0.243
C -11.1929 29.9728 -26.1822 -1.036 1.571 -0.105
H -8.5751 31.4460 -24.8488 -1.196 1.658 -0.396
H -8.8145 31.6211 -26.5500 -1.741 -0.779 0.430
H -10.1149 29.6434 -24.4905 0.393 0.425 0.160
H -9.0757 29.3338 -25.8326 -1.778 1.570 0.197
H -11.8245 29.1412 -25.8697 -0.592 0.606 0.330
H -11.1900 29.9154 -27.2707 0.143 0.334 -0.100
O -2.7865 32.3480 -23.3924 0.064 -3.082 -1.019
C -2.7467 31.2888 -24.0107 0.767 3.270 -0.712
O -1.8293 31.1126 -25.0427 -0.433 2.013 1.376
C -2.0651 29.9956 -25.8570 2.752 -0.056 0.004
C -2.9507 29.1457 -25.0348 -0.909 -1.973 0.952
C -3.6432 30.1111 -24.0616 -0.731 -1.819 0.225
H -1.0490 29.6257 -25.9946 -0.205 -0.713 -0.230
H -2.3940 30.3020 -26.8499 0.354 -0.028 0.268
H -2.4673 28.3900 -24.4157 0.987 0.396 -0.055
H -3.5661 28.4450 -25.5992 -0.489 0.496 -0.314
H -3.7165 29.5668 -23.1201 -0.067 0.540 0.384
H -4.6643 30.3326 -24.3719 0.705 0.663 0.171
O -8.0168 28.0493 -25.5192 -2.040 -2.824 -3.393
C -8.2929 27.7399 -26.6465 -1.871 -2.997 -5.007
O -7.6037 26.9276 -27.4016 2.506 1.549 3.840
C -8.1682 26.6122 -28.6257 -2.438 -0.972 -0.741
C -9.6798 26.8904 -28.3269 0.773 -0.984 -1.306
C -9.5199 28.0836 -27.3995 -0.990 -0.520 -0.396
H -7.8604 25.5683 -28.6864 -0.365 0.108 -1.018
H -7.8586 27.2619 -29.4443 0.586 -0.120 0.169
H -10.1661 26.0152 -27.8959 0.159 0.122 0.528
H -10.2158 27.0289 -29.2659 -0.021 0.621 0.165
H -10.3765 28.3457 -26.7785 0.679 -0.866 -0.683
H -9.2238 28.9474 -27.9947 -0.215 0.457 -0.201
```
Forces are in eV/Å.

As for the net charge: +1. The calculation puts the electronic energy at -69625.4766 eV.



Here is one molecule with the formula C8H9BN2O2 in a non-equilibrium geometry from the OMol25 dataset. Energies are from ωB97M-V/def2-TZVPD.

```
22
Properties=species:S:1:pos:R:3:forces:R:3
B -0.6358 -0.3089 -1.6742 4.113 0.457 -0.011
C 1.0946 0.2843 2.6261 -0.506 0.312 1.583
C 2.4928 0.5374 2.6673 -0.742 0.659 0.117
C 0.4584 -0.0293 1.4367 -1.339 0.097 2.815
C 3.2019 0.4228 1.4811 3.383 1.330 1.138
C 2.0904 -0.5926 -1.5742 0.880 1.371 -2.630
C 1.1726 -0.1356 0.3172 1.413 0.364 -2.030
C 2.5817 0.0447 0.3421 -1.003 -1.088 -0.251
C -2.9742 0.0923 -1.5143 4.318 0.946 -0.639
N 0.8375 -0.3910 -1.0145 -1.347 -0.762 -0.094
N 3.1659 -0.3089 -0.8576 -2.252 -0.198 -0.809
O -0.6574 -0.0801 -3.0311 -2.180 -1.466 1.382
O -1.6969 -0.3487 -0.8849 -0.833 -0.010 -0.211
H 0.3094 0.3335 3.4875 2.271 0.099 -1.098
H 3.0221 0.9601 3.5298 -0.498 -0.482 -0.136
H -0.5780 -0.2213 1.6281 -0.552 -0.093 -1.028
H 4.3402 0.7376 1.3779 -2.458 -0.950 0.530
H 2.1961 -0.6723 -2.6844 -0.292 -0.501 1.104
H -3.6340 -0.6186 -1.2720 -2.880 -2.139 1.173
H -2.7769 0.0701 -2.5695 -0.420 0.261 -0.519
H -3.0879 1.0829 -1.1582 -0.845 0.773 0.333
H -0.0615 0.4429 -3.5008 1.766 1.019 -0.721
```
Forces are in eV/Å.

As for the SMILES: COB(O)n1cnc2ccccc21. The calculation puts the electronic energy at -16195.5390 eV. The energy relative to the best compared isomer or geometry (same formula, charge and spin) is 64.9 kJ/mol.



Here is an isolated ion of composition C6H9O and charge +1 in a non-equilibrium geometry from the OMol25 dataset. Energies are from ωB97M-V/def2-TZVPD.

```
16
Properties=species:S:1:pos:R:3:forces:R:3
C -0.3513 1.1895 0.5018 0.932 1.395 -2.971
C -0.3967 -1.1832 0.4651 1.556 -0.605 -1.799
C 0.2958 -0.0419 -1.4541 -2.907 1.285 -0.610
C -0.8229 0.0225 -0.4097 -0.318 -1.473 -0.077
C 1.0476 0.7092 0.6856 0.671 2.282 0.904
C 1.1085 -0.7290 0.6120 -2.579 -0.681 1.492
O 1.4052 0.0145 -0.5912 2.812 1.064 -0.645
H -0.3313 2.2655 0.1232 -0.496 -1.544 0.270
H -0.9211 1.0834 1.3471 -1.133 0.301 2.429
H -0.8789 -1.0526 1.3694 -0.740 -0.186 2.216
H -0.6743 -2.1973 0.0422 0.851 1.235 0.398
H 0.4802 -0.9138 -1.9805 -0.375 -2.010 -0.993
H 0.1725 0.7485 -2.1849 0.973 0.628 0.239
H -1.9051 -0.1373 -0.6539 1.171 0.866 -0.260
H 1.9094 1.3600 1.0348 -1.274 -1.046 -0.425
H 1.9483 -1.0845 1.1371 0.857 -1.514 -0.168
```
Forces are in eV/Å.

As for the net charge: +1. The calculation puts the electronic energy at -8405.7105 eV. The energy relative to the best compared isomer or geometry (same formula, charge and spin) is 110.9 kJ/mol.



Here is C24H19ClIMgN3OSe as an isolated structure from the OMol25 dataset. Energies are from ωB97M-V/def2-TZVPD.

```
51
Properties=species:S:1:pos:R:3:forces:R:3
Mg 0.0427 0.3097 -0.2657 -0.333 0.232 -0.180
Cl -2.8907 -5.1622 2.6838 0.003 0.042 -0.014
C -2.1929 -3.6024 2.3487 -0.005 -0.054 -0.010
C -1.8149 -2.7954 3.3783 0.043 0.113 0.018
C -1.2471 -1.5270 3.1385 -0.034 -0.128 0.089
I -0.6112 -0.3955 4.7617 -0.001 0.031 0.028
C -1.0415 -1.0320 1.8602 0.000 0.123 -0.104
O -0.5450 0.1346 1.5836 0.038 -0.387 0.219
C -1.4236 -1.9243 0.7809 0.041 0.166 -0.258
N -1.1818 -1.4636 -0.4879 0.127 -0.176 0.382
C -1.5019 -2.2104 -1.5173 -0.019 0.056 0.043
C -2.0984 -3.4740 -1.3779 -0.015 0.025 -0.090
C -2.3411 -3.9568 -0.1258 -0.014 -0.059 0.080
C -1.9988 -3.1879 1.0088 -0.073 -0.052 -0.057
H -1.9459 -3.1384 4.3957 0.000 0.027 0.001
H -1.2883 -1.8042 -2.4990 0.031 -0.010 -0.004
H -2.3497 -4.0477 -2.2588 0.004 0.009 0.006
H -2.7913 -4.9302 0.0149 0.006 0.005 0.005
C 3.7994 2.8898 -3.6919 -0.081 0.033 0.011
C 2.4435 3.0219 -3.3156 0.096 -0.021 -0.020
C 1.8986 2.1601 -2.4064 -0.044 -0.034 0.051
C 2.6501 1.1100 -1.8085 0.018 -0.072 0.072
C 2.0603 0.2099 -0.8446 0.175 0.358 -0.456
C 2.8975 -0.7627 -0.3435 -0.098 -0.031 0.082
C 4.2544 -0.8997 -0.7294 -0.045 -0.014 0.031
C 4.7992 -0.0433 -1.6364 0.010 0.042 -0.028
C 4.0097 0.9910 -2.2003 0.037 -0.019 -0.008
C 4.5586 1.8975 -3.1445 -0.013 -0.041 0.040
H 4.2309 3.5764 -4.4099 -0.010 -0.010 0.004
H 1.8379 3.8081 -3.7492 0.004 -0.001 0.005
H 0.8568 2.2868 -2.1260 0.015 -0.037 0.033
H 2.5213 -1.4697 0.3929 0.010 -0.019 -0.002
H 4.8587 -1.6904 -0.2996 -0.015 0.005 0.011
H 5.8371 -0.1370 -1.9377 -0.019 0.006 -0.002
H 5.6007 1.7874 -3.4248 -0.012 -0.011 0.010
C -4.1612 0.7357 1.0421 0.097 0.062 0.040
N -3.1875 1.6641 1.5988 -0.201 -0.041 -0.084
C -3.0773 1.9986 2.9341 -0.037 -0.090 -0.108
C -2.0272 2.8324 3.0432 0.151 -0.020 -0.104
N -1.5089 2.9951 1.7740 0.090 0.223 -0.041
C -0.3192 3.7668 1.4416 -0.086 -0.084 0.046
C -2.2190 2.2722 0.8892 -0.121 0.047 0.207
Se -1.9458 2.1646 -0.9536 0.265 -0.181 0.131
H -4.9295 0.5575 1.7897 0.000 -0.003 0.000
H -3.6744 -0.2030 0.7828 0.019 -0.025 0.006
H -4.6029 1.1603 0.1451 -0.011 0.033 -0.008
H -3.7386 1.6008 3.6827 0.003 -0.006 -0.033
H -1.5866 3.2956 3.9073 0.002 0.013 -0.038
H -0.1328 4.4780 2.2418 -0.008 -0.003 0.010
H -0.4801 4.2918 0.5048 -0.018 0.014 -0.022
H 0.5406 3.1063 1.3356 0.025 -0.038 0.011
```
Forces are in eV/Å.

The calculation puts the electronic energy at -123131.5664 eV.



Here is a 9-piece molecular cluster, BrH16O8 overall in a non-equilibrium geometry from the OMol25 dataset. Energies are from ωB97M-V/def2-TZVPD.

```
25
Properties=species:S:1:pos:R:3:forces:R:3
Br -0.1734 -0.1348 -0.4112 0.134 -0.168 0.147
O -1.1934 -0.8048 2.9648 0.042 -1.988 2.137
H -1.0024 -0.8558 2.0578 0.268 0.376 -2.025
H -1.4234 0.0582 3.2208 -0.411 1.717 -0.104
O 2.6916 1.1842 1.5118 4.543 3.161 5.743
H 2.1866 0.9762 2.3038 0.349 0.327 0.651
H 2.1596 0.8082 0.9608 -4.974 -3.500 -6.420
O 2.8566 -0.1408 -1.7822 6.114 -2.818 -0.800
H 2.0326 0.0362 -1.4062 -2.162 -0.570 1.905
H 3.5406 -0.8928 -1.3552 -3.894 3.324 -1.193
O -0.7194 -3.3858 -1.7012 1.953 1.922 0.119
H 0.0606 -3.8068 -1.2872 -0.735 -0.044 -0.165
H -0.3474 -2.4298 -1.7292 -1.276 -1.835 0.119
O -2.0094 3.0302 0.6298 2.176 -0.053 -3.414
H -1.6344 3.7432 0.0368 -0.926 0.154 1.463
H -1.5694 2.4052 -0.0512 -1.265 -0.089 2.078
O -0.2144 2.7402 -1.8632 0.439 4.907 -1.465
H 0.7106 2.9852 -1.7322 -0.175 0.198 -0.069
H -0.2124 1.8902 -1.5912 -0.239 -4.944 1.409
O -3.6474 -0.0848 -0.9422 -3.941 -0.305 -1.723
H -3.9054 -0.3928 -1.8532 0.136 0.483 1.465
H -2.7434 -0.1578 -0.9892 3.803 -0.204 0.298
O 1.2396 -2.4828 1.8888 1.964 1.580 -1.578
H 1.0756 -1.6528 1.2918 0.349 -2.106 1.357
H 2.2416 -2.6348 1.8278 -2.271 0.477 0.065
```
Forces are in eV/Å.

As for the net charge: -1. The calculation puts the electronic energy at -86684.1899 eV. The energy relative to the best compared isomer or geometry (same formula, charge and spin) is 236.5 kJ/mol.



Number 1: E_HOMO -10.71 eV. Number 2: E_HOMO -8.29 eV. Number 3: E_HOMO -16.68 eV. Number 4: E_HOMO -7.48 eV. Number 5: E_HOMO -6.43 eV.